A 2-piece molecular cluster, C3H11N2O overall, computed with ωB97M-V/def2-TZVPD.

Structure (XYZ):
```
17
Properties=species:S:1:pos:R:3:nbo_charge:R:1
H -3.206 1.363 -1.554 0.508
H 3.231 0.769 -0.349 0.399
O -2.928 0.746 -0.863 -0.972
C 0.435 -0.289 0.325 0.010
N -0.795 -0.954 -0.191 -0.706
C 0.583 -0.443 1.808 -0.651
H 0.348 -1.472 2.100 0.226
H -3.588 0.871 -0.169 0.498
H -1.264 -1.555 0.487 0.425
H 1.595 -0.224 2.148 0.255
H -0.675 -1.501 -1.056 0.429
H -1.532 -0.301 -0.528 0.475
H 1.953 1.708 0.204 0.395
N 2.243 0.967 -0.422 -0.762
C 1.363 -0.075 -0.621 0.030
H 1.692 -0.705 -1.446 0.212
H -0.102 0.222 2.339 0.228
```

HOMO ... -12.6 eV
Charge ... +1
LUMO ... -3.066 eV


A 2-piece molecular cluster, C3H11N2O overall, computed with ωB97M-V/def2-TZVPD.

Structure (XYZ):
```
17
Properties=species:S:1:pos:R:3:nbo_charge:R:1
H 0.581 1.899 1.892 0.286
O 2.133 -1.539 -2.130 -0.975
H 2.020 -1.331 -3.064 0.485
H -3.198 0.046 1.667 0.403
C -1.285 -0.269 0.995 0.026
C 0.712 1.350 0.950 -0.673
H 1.684 0.868 0.947 0.243
H 3.002 -1.968 -2.125 0.505
C -0.271 0.374 0.426 0.122
H 0.751 -0.465 -1.104 0.473
H 0.757 2.137 0.176 0.213
N -2.247 -0.014 1.983 -0.875
H -1.529 -1.240 0.532 0.164
H -2.183 -0.412 2.911 0.407
H -0.893 -0.459 -1.430 0.453
H 0.090 0.934 -1.580 0.445
N -0.123 0.087 -1.046 -0.702
```

HOMO ... -13.1 eV
Charge ... +1
LUMO ... -3.406 eV


A 2-piece molecular cluster, C3H11N2O overall, computed with ωB97M-V/def2-TZVPD.

Structure (XYZ):
```
17
Properties=species:S:1:pos:R:3:nbo_charge:R:1
O 2.183 0.737 -3.140 -0.958
H 2.436 1.452 -3.804 0.504
H -1.337 0.166 3.006 0.238
H -0.603 1.530 -0.077 0.242
H 1.073 -0.944 -0.295 0.422
N 0.670 -0.197 -0.893 -0.681
N -0.434 -1.457 1.560 -0.837
H -1.573 1.597 1.774 0.242
H 1.349 0.226 -1.468 0.473
H -1.138 -1.741 2.212 0.426
H 0.130 -0.888 -1.454 0.428
H 0.490 -1.845 1.359 0.396
C -0.208 0.576 0.093 -0.219
C -0.621 -0.094 1.224 0.257
H 2.019 0.157 -3.808 0.470
H -2.719 0.194 1.658 0.257
C -1.719 0.532 2.053 -0.660
```

HOMO ... -13.0 eV
Charge ... +1
LUMO ... -3.389 eV


A 2-piece molecular cluster, C3H11N2O overall, computed with ωB97M-V/def2-TZVPD.

Structure (XYZ):
```
17
Properties=species:S:1:pos:R:3:nbo_charge:R:1
H 0.039 -2.057 2.351 0.224
H -2.550 1.037 -1.170 0.491
C -0.670 -1.784 1.562 -0.636
H -2.094 2.100 -0.209 0.488
H 0.634 -2.508 -0.058 0.230
C 0.001 -1.670 0.212 -0.210
H -0.773 -1.435 -0.516 0.215
N 1.343 1.695 -0.616 -0.730
H -1.156 -0.856 1.852 0.224
H -1.377 -2.608 1.619 0.253
N 0.851 -0.445 0.232 -0.494
H 0.346 0.150 -1.590 0.222
H 1.275 -0.206 1.131 0.412
H 1.299 2.182 0.264 0.422
C 0.866 0.469 -0.692 0.429
O -1.743 1.391 -0.756 -0.972
H 1.227 2.250 -1.443 0.431
```

HOMO ... -15.1 eV
Charge ... +1
LUMO ... -3.251 eV


A 2-piece molecular cluster, C3H11N2O overall, computed with ωB97M-V/def2-TZVPD.

Structure (XYZ):
```
17
Properties=species:S:1:pos:R:3:nbo_charge:R:1
H 1.020 1.235 2.394 0.247
C 0.496 1.268 1.378 -0.630
N -1.241 0.097 0.056 -0.525
C -0.928 0.573 1.420 -0.240
H 0.508 -1.091 0.053 0.289
H -2.049 0.478 -0.439 0.423
O 2.070 -0.417 -1.225 -0.971
H 1.034 0.489 0.815 0.202
H -0.916 -0.316 2.240 0.233
C -0.524 -0.907 -0.539 0.403
H -1.653 -0.976 -2.274 0.407
N -0.868 -1.380 -1.790 -0.745
H -0.816 -2.337 -2.021 0.431
H 2.936 -0.631 -0.775 0.501
H 2.192 0.289 -1.814 0.492
H -1.766 1.239 1.649 0.234
H 0.504 2.387 0.871 0.247
```

HOMO ... -14.8 eV
Charge ... +1
LUMO ... -3.952 eV


A 2-piece molecular cluster, C3H11N2O overall, computed with ωB97M-V/def2-TZVPD.

Structure (XYZ):
```
17
Properties=species:S:1:pos:R:3:nbo_charge:R:1
H -2.618 -0.241 -2.452 0.258
H 0.585 1.558 0.649 0.368
N 1.267 1.086 1.205 -0.756
C -1.690 0.317 -2.527 -0.426
C 1.605 -1.082 2.439 0.453
H -1.909 1.400 -2.634 0.262
H 1.043 1.464 2.151 0.384
O 1.876 -2.281 2.412 0.056
N -0.857 0.070 -1.296 -0.687
C 0.915 -0.366 1.298 -0.327
H -1.402 0.363 -0.436 0.446
H -0.134 -0.462 1.373 0.255
H -0.643 -0.930 -1.263 0.447
H -1.111 -0.053 -3.377 0.255
H 0.047 0.572 -1.317 0.445
H 1.773 -0.530 3.388 0.320
H 1.251 -0.885 0.388 0.247
```

HOMO (spin up / spin down) ... -19.2 / -19.2 eV
Charge ... +2
⟨S²⟩ ... 0.76
LUMO (spin up / spin down) ... -10.144 / -13.457 eV
2S+1 ... 2


A 3-piece molecular cluster, C3H11N2O2 overall, computed with ωB97M-V/def2-TZVPD.

Structure (XYZ):
```
18
Properties=species:S:1:pos:R:3:nbo_charge:R:1
N 1.596 -0.646 -1.141 -0.869
C 1.691 1.856 0.383 -0.802
C 0.700 0.872 0.589 0.372
H -2.460 0.416 0.999 0.366
H 1.124 -1.089 -1.932 0.433
H 1.217 2.832 0.197 0.353
H -2.233 0.678 2.605 0.369
H -3.358 1.493 1.777 0.387
H -1.177 -3.794 -2.541 0.488
O -0.390 -1.054 -0.027 -0.390
H -0.931 -2.718 -1.474 0.472
H 2.238 -1.336 -0.757 0.420
C 0.590 -0.390 -0.198 0.540
H 2.276 2.006 1.308 0.356
O -0.721 -2.957 -2.382 -0.959
N -2.414 1.130 1.715 -1.097
H -0.094 1.112 1.322 0.274
H 2.346 1.588 -0.443 0.288
```

HOMO ... -14.1 eV
Charge ... +1
LUMO ... -8.171 eV


A 2-piece molecular cluster, C3H11N2O2 overall, computed with ωB97M-V/def2-TZVPD.

Structure (XYZ):
```
18
Properties=species:S:1:pos:R:3:nbo_charge:R:1
H 1.775 -1.875 1.724 0.474
H -1.851 -1.886 -0.669 0.279
H -0.448 1.488 -0.826 0.495
H -0.372 -1.598 -1.369 0.282
H -1.881 -0.399 1.003 0.329
H -1.727 1.866 0.175 0.500
C -1.197 -1.079 -0.880 -0.720
C 0.413 -0.582 1.009 0.624
H -0.046 1.599 0.881 0.461
N -0.822 1.290 0.141 -0.726
H 1.280 1.402 -1.576 0.472
N 0.813 -1.777 1.422 -0.637
O 1.156 0.430 1.227 -0.088
O 0.643 1.470 -2.294 -0.983
H 0.292 -2.548 1.030 0.463
H 1.064 1.570 -3.163 0.545
H -1.585 -0.669 -1.826 0.324
C -0.964 -0.223 0.345 -0.094
```

HOMO (spin up / spin down) ... -19.9 / -19.9 eV
Charge ... +2
⟨S²⟩ ... 0.76
LUMO (spin up / spin down) ... -9.263 / -14.372 eV
2S+1 ... 2